1.
{"formula": "C14H32AsF12NNiO16S6", "method": "ωB97M-V with the def2-TZVPD basis set", "elements": ["Ni", "C", "F", "F", "F", "S", "O", "O", "N", "S", "O", "O", "C", "F", "F", "F", "As", "F", "F", "F", "F", "F", "F", "O", "S", "O", "O", "C", "C", "C", "H", "H", "H", "H", "H", "H", "H", "H", "O", "S", "O", "O", "C", "C", "C", "H", "H", "H", "H", "H", "H", "H", "H", "O", "S", "O", "O", "C", "C", "C", "H", "H", "H", "H", "H", "H", "H", "H", "O", "S", "O", "O", "C", "C", "C", "H", "H", "H", "H", "H", "H", "H", "H"], "xyz": [[0.140, 0.023, -0.822], [-0.921, 0.014, -4.961], [0.171, -0.573, -5.435], [-0.594, 1.250, -4.632], [-1.853, -0.004, -5.900], [-1.569, -0.885, -3.378], [-2.380, 0.079, -2.655], [-2.317, -2.029, -3.814], [-0.136, -1.176, -2.441], [0.452, -2.605, -2.988], [0.226, -3.584, -1.959], [0.136, -3.049, -4.320], [2.341, -2.241, -3.064], [2.848, -1.904, -1.896], [3.019, -3.266, -3.523], [2.504, -1.214, -3.902], [-1.368, 3.378, -1.391], [-2.303, 4.876, -1.394], [-0.721, 3.651, 0.225], [-0.392, 1.806, -1.437], [-2.026, 2.862, -2.908], [-0.001, 4.214, -2.014], [-2.650, 2.546, -0.568], [0.851, -1.712, 0.162], [1.455, -2.518, 1.183], [2.344, -3.589, 0.864], [2.147, -1.436, 2.169], [2.699, -1.841, 3.421], [3.969, -1.033, 3.711], [0.140, -3.216, 2.221], [3.101, -2.858, 3.377], [1.906, -1.777, 4.163], [4.821, -1.441, 3.173], [4.181, -1.076, 4.780], [3.804, 0.007, 3.427], [0.697, -3.750, 2.992], [-0.461, -3.859, 1.587], [-0.439, -2.486, 2.784], [3.220, 2.014, 0.860], [3.123, 1.584, -0.511], [2.086, 0.630, -0.842], [2.833, 2.874, -1.472], [3.695, 4.051, -1.204], [2.826, 5.087, -0.533], [4.700, 1.059, -1.300], [3.776, 4.311, -2.264], [4.695, 3.816, -0.847], [2.069, 5.336, -1.271], [3.358, 6.025, -0.353], [2.441, 4.752, 0.427], [4.918, 0.054, -0.931], [5.487, 1.738, -0.986], [4.677, 0.921, -2.378], [-3.073, -2.198, 1.467], [-2.901, -1.561, 0.184], [-1.706, -0.847, -0.149], [-3.065, -2.719, -0.937], [-4.164, -3.642, -0.736], [-4.140, -4.586, -1.898], [-4.302, -0.525, -0.142], [-5.130, -3.161, -0.570], [-4.022, -4.170, 0.210], [-4.765, -4.235, -2.719], [-4.639, -5.541, -1.688], [-3.140, -4.937, -2.142], [-4.041, 0.443, 0.293], [-5.169, -0.946, 0.355], [-4.366, -0.329, -1.210], [0.323, 0.278, 3.608], [0.011, 1.151, 2.515], [0.187, 0.789, 1.123], [-1.593, 1.340, 2.544], [-2.227, 1.771, 3.750], [-3.565, 1.066, 3.849], [0.699, 2.803, 2.758], [-2.163, 2.864, 3.766], [-1.710, 1.530, 4.689], [-3.449, 0.035, 3.492], [-4.294, 1.483, 3.156], [-3.813, 0.845, 4.886], [-0.028, 3.425, 3.269], [0.905, 3.167, 1.756], [1.617, 2.572, 3.292]], "forces_ev_per_angstrom": [[-0.4, -0.9, 0.9], [0.3, -0.5, 0.7], [0.0, -0.1, 0.0], [-0.3, 0.2, 0.0], [-0.1, 0.1, 0.3], [-1.3, 1.2, 0.8], [1.4, -0.3, -0.5], [1.1, 0.0, 0.0], [-1.9, -0.1, -3.4], [1.1, -2.0, 1.1], [0.6, 0.2, 0.0], [0.3, 1.2, 0.4], [-1.4, 0.3, -0.4], [0.1, 0.2, 0.8], [0.0, -0.6, -0.2], [0.1, 0.2, -0.1], [-1.5, 0.6, 0.5], [0.8, -1.1, 0.1], [0.1, 0.1, -0.5], [-0.1, 0.7, -0.2], [0.6, 0.7, 0.5], [-0.1, -0.4, -0.4], [0.1, -0.2, -0.2], [0.6, -0.1, 0.0], [-0.9, 0.1, 1.7], [0.0, 0.6, 0.0], [-0.3, -0.5, -1.4], [1.3, -0.7, 0.3], [-0.9, 0.4, 0.1], [1.1, 0.3, 0.3], [-0.7, -0.3, -0.2], [0.2, 0.2, 0.1], [0.0, 0.1, -0.1], [0.0, 0.0, 0.0], [0.2, 0.0, 0.1], [-0.1, -0.5, -0.3], [0.0, 0.0, 0.0], [-0.1, 0.4, -0.7], [0.6, -0.5, -0.8], [-0.6, 1.6, -2.0], [1.2, 0.3, -0.3], [0.7, -1.9, 2.0], [-1.2, 0.2, -1.9], [0.7, 0.4, 0.0], [-0.3, -0.9, 1.2], [0.7, 0.6, 0.3], [-0.3, -0.2, 0.5], [-0.5, -0.2, 0.5], [0.3, -0.2, 0.0], [-0.3, -0.1, -0.2], [0.0, 0.1, 0.4], [-0.1, 0.1, 0.0], [-0.7, 0.6, 0.0], [0.5, 0.7, -0.3], [-1.4, -1.4, -0.8], [-0.1, -0.2, 0.5], [0.2, 1.3, 0.9], [0.1, -0.8, 0.9], [-1.0, -1.2, -0.3], [0.8, 0.7, 0.3], [0.1, 0.5, -0.6], [0.5, 0.0, -0.1], [0.8, 0.4, -0.4], [-0.1, 0.2, 0.7], [0.1, 0.7, -0.4], [0.0, -0.1, 0.2], [-0.1, -0.1, -0.2], [-0.1, -0.4, 0.0], [0.6, 0.2, -0.4], [-2.4, 0.6, -0.9], [0.6, 0.1, 1.3], [1.3, 0.0, -0.1], [0.2, 0.1, 1.2], [0.4, -0.7, -0.7], [0.1, -1.4, -0.4], [-0.9, 0.0, -0.3], [0.6, -0.6, -0.5], [0.5, 0.1, -0.3], [-0.4, 0.3, 0.7], [-0.7, 0.9, 0.0], [0.2, 0.0, 0.2], [-0.1, 0.1, 0.1], [0.0, 0.5, 0.2]], "s_squared": 2.003, "e_above_lowest_kj_mol": 275.5, "multiplicity": 3, "gap_ev": [9.942, 9.748], "e_homo_ev": [-9.971, -9.927]}

2.
{"formula": "C14H32B4Br3CaCsF3KNaO17SSi", "method": "ωB97M-V with the def2-TZVPD basis set", "elements": ["C", "Si", "C", "C", "O", "C", "C", "B", "O", "B", "O", "B", "O", "B", "O", "O", "O", "H", "H", "H", "H", "H", "H", "H", "H", "H", "H", "H", "H", "H", "H", "H", "H", "Cs", "C", "F", "F", "F", "S", "O", "O", "O", "K", "O", "C", "O", "C", "C", "C", "H", "H", "H", "H", "H", "H", "H", "H", "C", "O", "O", "O", "C", "Br", "Br", "Br", "H", "Ca", "C", "C", "O", "H", "H", "H", "H", "H", "O", "H", "H", "Na"], "xyz": [[3.238, -0.466, 2.115], [3.099, 0.875, 0.824], [2.061, 0.216, -0.619], [4.721, 1.364, 0.112], [2.292, 2.101, 1.588], [1.706, 3.142, 0.819], [0.180, 3.034, 0.696], [-0.545, 1.721, 1.121], [-0.214, 0.868, 2.146], [-0.822, -0.365, 2.132], [-1.065, -0.895, 0.851], [-1.600, 0.017, -0.002], [-1.971, -0.392, -1.285], [-0.946, -0.759, -2.087], [-0.515, -2.034, -2.289], [-0.199, 0.218, -2.839], [-1.694, 1.332, 0.383], [2.284, -0.977, 2.254], [3.499, -0.023, 3.072], [4.027, -1.173, 1.858], [1.964, 0.988, -1.388], [1.078, -0.098, -0.253], [2.560, -0.660, -1.044], [5.005, 0.579, -0.596], [5.512, 1.415, 0.857], [4.670, 2.299, -0.448], [2.139, 3.163, -0.187], [1.986, 4.092, 1.273], [-0.306, 3.831, 1.272], [-0.099, 3.219, -0.345], [-1.234, -0.943, 3.067], [-0.351, -2.552, -1.490], [0.703, 0.008, -2.617], [0.722, 0.803, -4.467], [9.199, 2.397, -2.587], [10.067, 1.420, -2.332], [9.667, 3.489, -1.833], [9.364, 2.771, -3.856], [7.460, 2.003, -2.121], [7.627, 1.722, -0.720], [7.178, 0.884, -2.978], [6.791, 3.238, -2.451], [11.420, 4.638, -1.571], [-8.624, -0.997, 3.272], [-7.735, -0.480, 2.652], [-7.097, -1.233, 1.715], [-6.163, -0.684, 0.748], [-4.791, -0.504, 1.349], [-7.310, 0.955, 2.867], [-6.542, 0.254, 0.322], [-6.149, -1.428, -0.046], [-4.808, 0.231, 2.152], [-4.079, -0.161, 0.598], [-4.440, -1.446, 1.770], [-6.559, 0.960, 3.658], [-8.170, 1.520, 3.221], [-6.888, 1.445, 1.993], [-0.644, -2.601, 5.541], [0.592, -2.672, 5.551], [-1.360, -2.611, 6.592], [-1.353, -2.494, 4.488], [1.366, 2.339, -10.386], [2.049, 0.562, -10.606], [-0.553, 2.366, -10.364], [2.096, 3.182, -8.818], [1.689, 2.922, -11.237], [3.905, 1.397, 4.490], [-3.960, -4.685, 4.520], [-2.518, -5.212, 4.601], [-1.915, -5.032, 5.778], [-3.957, -3.610, 4.712], [-4.390, -4.870, 3.528], [-4.585, -5.175, 5.267], [-1.933, -4.743, 3.772], [-2.532, -6.294, 4.330], [-1.194, -2.083, -7.519], [-1.508, -2.695, -6.846], [-1.272, -2.575, -8.342], [-9.332, -0.357, 0.648]], "forces_ev_per_angstrom": [[-0.2, 0.2, -0.5], [0.3, -0.3, 0.2], [-0.2, -0.1, 0.0], [-0.2, -0.2, -0.1], [-0.2, 0.1, -0.3], [0.2, 0.2, 0.2], [0.0, 0.1, -0.1], [-0.2, -0.2, 0.5], [0.0, 0.3, -0.3], [-0.1, -0.2, 0.3], [-0.2, -0.1, -0.1], [-0.2, 0.2, 0.3], [0.3, 0.3, 0.0], [-0.3, -0.7, 0.2], [0.6, 0.4, 0.1], [-6.6, -4.2, 11.0], [0.4, 0.0, -0.8], [0.1, -0.2, 0.1], [-0.2, -1.0, -0.8], [0.0, -0.1, 0.1], [0.0, 0.1, 0.0], [0.0, 0.0, -0.1], [0.1, 0.0, 0.0], [0.1, 0.1, 0.0], [0.1, 0.2, 0.0], [0.2, 0.1, 0.1], [0.0, -0.1, 0.0], [0.0, 0.0, 0.1], [0.0, 0.0, 0.0], [-0.1, 0.1, 0.0], [0.3, 0.0, 0.2], [-0.5, -0.2, -0.1], [0.2, -0.9, 2.1], [6.5, 5.2, -13.6], [-0.1, -0.2, -0.2], [0.0, 0.1, 0.0], [-2.0, -1.3, -0.4], [0.0, 0.0, 0.0], [0.0, 0.1, 0.0], [0.0, 0.0, 0.1], [-0.1, -0.1, -0.1], [-0.1, 0.1, 0.0], [2.0, 1.4, 0.4], [-0.3, 0.1, -0.4], [0.7, 0.2, 0.4], [-0.6, 0.2, -0.5], [0.3, 0.0, 0.1], [0.1, 0.0, 0.2], [-0.1, 0.0, 0.0], [-0.1, 0.0, 0.1], [0.0, 0.0, 0.0], [0.1, 0.0, 0.0], [-0.2, 0.0, -0.1], [0.0, 0.0, 0.0], [0.0, 0.0, 0.0], [0.0, 0.0, 0.1], [0.1, -0.1, 0.0], [-0.2, -0.3, 0.5], [0.1, -0.1, -0.2], [0.2, 0.5, -0.1], [-0.4, 0.0, -0.1], [0.0, 0.0, 0.0], [0.0, -0.1, 0.0], [-0.1, 0.0, 0.0], [0.0, 0.0, 0.1], [0.0, 0.0, 0.0], [0.3, 1.1, 1.1], [0.2, 0.1, -0.1], [-0.5, -0.1, 0.1], [0.1, -0.1, -0.2], [0.0, 0.0, 0.0], [0.0, 0.0, 0.0], [0.0, 0.0, 0.0], [0.2, 0.1, 0.0], [0.2, 0.0, -0.1], [0.0, 0.0, 0.2], [0.0, 0.0, 0.0], [0.0, 0.1, 0.0], [-0.1, -0.4, 0.2]], "total_charge": 1, "gap_ev": 0.991, "e_homo_ev": -5.574}

3.
{"formula": "C14H32BN2O2", "method": "ωB97M-V with the def2-TZVPD basis set", "elements": ["C", "C", "C", "C", "C", "N", "C", "C", "C", "B", "C", "O", "C", "H", "H", "H", "H", "H", "H", "H", "H", "H", "H", "H", "H", "H", "H", "H", "H", "H", "H", "H", "H", "H", "C", "C", "C", "O", "C", "N", "H", "H", "H", "H", "H", "H", "H", "H", "H", "H", "H"], "xyz": [[-2.911, 0.425, 1.280], [-3.388, -0.829, 2.140], [-2.857, -2.198, 1.595], [-1.384, -2.539, 1.996], [-0.282, -1.696, 1.268], [0.049, -2.154, -0.096], [-0.675, -2.682, -1.026], [0.113, -3.025, -2.335], [1.338, -2.017, -2.190], [1.072, -0.633, -2.972], [-0.150, -0.412, -4.005], [1.973, 0.424, -2.728], [1.428, -2.011, -0.631], [-2.120, 0.945, 1.873], [-2.420, 0.063, 0.349], [-3.732, 1.142, 1.084], [-3.224, -0.682, 3.232], [-4.502, -0.856, 2.013], [-3.501, -2.992, 2.054], [-3.066, -2.230, 0.502], [-1.199, -2.470, 3.093], [-1.210, -3.613, 1.723], [0.658, -1.812, 1.864], [-0.481, -0.602, 1.221], [-1.754, -2.906, -0.941], [0.591, -4.030, -2.210], [-0.459, -3.070, -3.280], [2.199, -2.628, -2.563], [0.083, 0.402, -4.738], [-0.336, -1.319, -4.631], [-1.046, -0.137, -3.401], [1.699, 1.120, -3.339], [2.001, -1.101, -0.342], [2.048, -2.831, -0.187], [2.446, 4.218, 0.843], [1.885, 3.226, -0.171], [0.499, 2.664, 0.211], [0.518, 1.672, 1.233], [0.597, 2.186, 2.555], [2.861, 2.152, -0.377], [2.840, 3.729, 1.734], [3.270, 4.782, 0.402], [1.684, 4.936, 1.155], [1.765, 3.764, -1.116], [0.088, 2.161, -0.671], [-0.203, 3.466, 0.466], [0.058, 3.130, 2.660], [1.640, 2.310, 2.852], [0.148, 1.454, 3.229], [2.523, 1.550, -1.125], [2.827, 1.555, 0.447]], "forces_ev_per_angstrom": [[0.8, -0.6, 1.3], [-1.0, 0.4, -1.1], [-0.4, 0.1, 1.4], [-0.1, -0.3, -1.3], [0.2, -0.2, 1.4], [-0.1, 0.1, -1.9], [-0.2, -0.7, -1.0], [0.6, 0.2, 1.5], [-1.1, -1.9, 0.2], [0.8, 1.0, -0.1], [0.9, -0.2, -0.1], [-1.6, -1.6, -0.6], [2.3, 0.8, -0.1], [-0.5, -0.1, -0.7], [-0.6, 0.5, 0.3], [0.5, -0.5, 0.0], [0.2, -0.2, -0.8], [0.9, -0.2, 0.2], [0.5, 0.5, -0.4], [0.4, 0.0, 0.6], [-0.4, 0.2, -0.8], [0.0, 0.8, 0.3], [-0.6, 0.1, -0.7], [0.1, -0.7, -0.1], [0.8, 0.2, 0.4], [-0.8, 0.4, 0.2], [0.1, 0.4, 0.8], [-0.3, 1.1, 0.1], [-0.3, -0.5, 0.7], [-0.1, 0.7, 0.7], [0.3, -0.2, -0.6], [0.4, 0.3, 0.2], [-1.1, -0.3, 0.4], [-0.6, 0.3, -0.6], [0.0, 0.3, 0.0], [0.1, -0.1, 0.5], [0.0, 0.0, -0.3], [-0.2, 0.1, -0.1], [0.1, -0.2, 0.1], [-0.4, -0.2, -0.1], [-0.1, -0.1, 0.0], [0.0, -0.1, 0.0], [0.0, 0.0, 0.0], [-0.1, -0.1, 0.0], [0.0, -0.1, 0.0], [0.1, 0.0, 0.1], [0.1, 0.0, -0.1], [-0.1, 0.2, 0.1], [0.0, 0.0, -0.1], [0.3, 0.1, 0.0], [0.2, 0.1, 0.1]], "total_charge": 1, "gap_ev": 7.691, "e_homo_ev": -11.540}